No. 1
{"formula": "C58H60Cl3CsN5OP3", "method": "ωB97M-V with the def2-TZVPD basis set", "homo_ev": -6.97, "homo_lumo_gap_ev": 6.522, "species": ["Cs", "Cl", "C", "C", "C", "Cl", "C", "O", "C", "Cl", "C", "H", "H", "N", "C", "C", "N", "C", "C", "N", "C", "C", "N", "H", "H", "H", "H", "H", "H", "C", "N", "C", "P", "C", "C", "C", "C", "C", "C", "C", "C", "C", "C", "C", "C", "C", "C", "C", "C", "C", "C", "P", "C", "C", "C", "C", "C", "C", "C", "C", "C", "C", "C", "C", "H", "H", "H", "H", "H", "H", "H", "H", "H", "H", "H", "H", "H", "H", "H", "H", "H", "H", "H", "H", "H", "H", "H", "H", "H", "H", "H", "H", "H", "C", "C", "C", "C", "P", "C", "C", "C", "C", "C", "C", "C", "C", "C", "C", "H", "H", "H", "H", "H", "H", "H", "H", "H", "H", "H", "H", "H", "H", "H", "H", "H", "H", "H", "H", "H", "H", "H"], "xyz": [[1.05946, 0.38956, -0.77540], [5.87902, 4.60957, 3.50539], [4.74609, 3.44714, 2.87136], [4.68949, 3.20773, 1.51237], [3.77751, 2.28812, 1.02954], [3.75257, 1.97144, -0.68453], [2.85297, 1.56542, 1.83022], [1.98094, 0.75760, 1.34879], [3.00798, 1.84535, 3.22026], [1.98095, 0.98871, 4.32229], [3.91204, 2.75537, 3.73367], [5.35118, 3.73015, 0.83517], [3.96199, 2.91746, 4.80221], [2.16504, -0.08133, -5.31689], [3.26548, 0.72171, -5.14118], [3.01880, 1.42472, -3.99998], [1.80329, 1.06983, -3.47554], [1.30428, 0.16743, -4.28582], [-0.01658, -0.43124, -4.16191], [-0.90764, -0.13405, -3.24579], [-2.03399, -0.84966, -3.56863], [-1.81848, -1.60049, -4.68571], [-0.52530, -1.32913, -5.05845], [2.03771, -0.72100, -6.07876], [4.09368, 0.71835, -5.82911], [3.63825, 2.16335, -3.51527], [-2.93181, -0.77935, -2.97452], [-2.44937, -2.27918, -5.23479], [-0.05367, -1.73800, -5.84438], [-2.76103, 1.74782, 1.87046], [-3.64065, 1.97413, 0.74013], [-3.09447, 2.49379, -0.50263], [-1.23626, 2.54607, -0.66258], [-1.18589, 3.41708, -2.28730], [-1.93352, 2.93786, -3.36597], [-1.84475, 3.53009, -4.61722], [-0.98618, 4.60087, -4.82358], [-0.20629, 5.05993, -3.77275], [-0.30062, 4.47096, -2.51922], [-0.78275, 3.91951, 0.46919], [0.21688, 3.66782, 1.40727], [0.65593, 4.66985, 2.26561], [0.08354, 5.93102, 2.19806], [-0.93385, 6.18466, 1.28329], [-1.36345, 5.18723, 0.42214], [-5.00285, 1.71674, 0.79103], [-5.79472, 1.78711, -0.36853], [-7.15260, 1.50367, -0.33187], [-7.78360, 1.15628, 0.85122], [-7.02213, 1.12320, 2.01148], [-5.66756, 1.40402, 1.98959], [-1.48397, 0.36453, 1.57888], [-1.33421, -0.20509, 3.32174], [-1.26498, 0.72986, 4.35355], [-1.13137, 0.32134, 5.67340], [-1.04229, -1.02823, 5.97880], [-1.07953, -1.96760, 4.95621], [-1.22329, -1.55884, 3.63910], [-2.68057, -0.90309, 0.96752], [-2.47820, -1.49262, -0.27551], [-3.38219, -2.42145, -0.78272], [-4.51515, -2.75305, -0.05825], [-4.72887, -2.17422, 1.18724], [-3.81200, -1.27091, 1.69896], [-3.33078, 1.47989, 2.75097], [-2.21720, 2.66155, 2.10787], [-3.50157, 3.48590, -0.72652], [-3.38108, 1.83287, -1.32586], [-2.58235, 2.08116, -3.24007], [-2.44574, 3.14936, -5.43463], [-0.92412, 5.07065, -5.79762], [0.47804, 5.88533, -3.92704], [0.32498, 4.83807, -1.71572], [0.64172, 2.67138, 1.48334], [1.44542, 4.45848, 2.97807], [0.42584, 6.72021, 2.85645], [-1.38831, 7.16708, 1.23708], [-2.14520, 5.39879, -0.29867], [-5.36392, 2.06804, -1.31800], [-7.71878, 1.56556, -1.25356], [-8.84238, 0.93263, 0.87242], [-7.48816, 0.87984, 2.95870], [-5.13755, 1.38592, 2.93093], [-1.29946, 1.79004, 4.12690], [-1.07945, 1.06026, 6.46433], [-0.93246, -1.34834, 7.00754], [-0.99966, -3.02320, 5.18661], [-1.24955, -2.30123, 2.85003], [-1.59579, -1.24391, -0.85079], [-3.19549, -2.89108, -1.74152], [-5.22866, -3.46363, -0.45850], [-5.61424, -2.42177, 1.76109], [-3.97147, -0.85966, 2.68801], [2.84183, -2.21144, 2.45333], [3.74072, -2.63583, 1.28096], [4.35433, -3.99293, 1.62137], [4.83868, -1.58207, 1.09618], [2.60489, -2.55222, -0.22792], [1.49877, -3.98745, 0.10300], [1.80311, -5.34327, -0.01945], [0.85895, -6.31425, 0.28481], [-0.40843, -5.95081, 0.72387], [-0.72950, -4.60777, 0.85251], [0.21715, -3.64164, 0.54071], [3.55308, -3.00773, -1.81264], [2.50325, -3.53627, -2.79757], [4.06145, -1.66413, -2.36087], [4.73378, -3.97300, -1.73547], [3.44720, -2.11909, 3.36166], [2.06318, -2.95444, 2.64531], [2.36531, -1.24759, 2.26819], [4.99392, -3.87103, 2.50247], [4.97213, -4.39861, 0.82038], [3.58528, -4.72469, 1.87203], [5.37293, -1.43939, 2.04068], [4.41229, -0.61652, 0.80745], [5.57095, -1.88101, 0.34232], [2.78478, -5.65688, -0.34885], [1.11456, -7.36247, 0.18216], [-1.13977, -6.71193, 0.96566], [-1.71886, -4.31077, 1.18439], [-0.03632, -2.59063, 0.63945], [1.60531, -2.90693, -2.78823], [2.19911, -4.55592, -2.56268], [2.91505, -3.52811, -3.81349], [3.23997, -0.95097, -2.43767], [4.49275, -1.79804, -3.35859], [4.82345, -1.22765, -1.71221], [4.44922, -4.96250, -1.37949], [5.52219, -3.58633, -1.08972], [5.16224, -4.09375, -2.73723]], "forces_ev_per_angstrom": [[-1.3, -1.3, -2.3], [0.0, 0.0, 0.0], [0.0, 0.0, 0.0], [0.0, 0.0, -0.1], [0.0, 0.1, 0.2], [0.5, 0.3, -0.1], [0.2, 0.0, 0.3], [1.5, 0.9, 2.5], [0.0, 0.0, -0.1], [-0.1, 0.0, 0.0], [0.0, 0.0, 0.0], [0.0, 0.0, 0.0], [0.0, 0.0, 0.0], [-0.1, 0.0, 0.0], [0.0, 0.0, 0.0], [0.0, 0.0, 0.0], [0.1, 0.2, -0.6], [0.3, 0.1, -0.1], [-0.3, -0.1, -0.1], [-0.1, 0.0, -0.1], [0.0, 0.0, 0.0], [0.0, 0.0, 0.1], [0.1, 0.1, 0.0], [0.0, 0.0, 0.0], [0.0, 0.0, 0.0], [0.0, 0.0, -0.1], [0.1, 0.0, 0.0], [0.1, 0.0, 0.0], [0.0, 0.0, 0.0], [0.1, -0.1, -0.2], [0.3, 0.0, -0.1], [0.1, -0.1, 0.1], [-0.8, 1.0, -0.1], [0.1, -0.1, 0.0], [0.0, 0.1, 0.0], [0.0, 0.0, 0.0], [0.0, 0.0, 0.0], [0.0, 0.0, 0.0], [0.0, 0.0, 0.0], [0.0, 0.0, 0.0], [0.0, -0.1, 0.0], [0.0, 0.0, 0.0], [0.0, 0.0, 0.0], [-0.1, 0.0, 0.0], [0.0, 0.0, 0.1], [-0.1, 0.0, 0.0], [0.0, 0.0, 0.0], [0.0, 0.0, 0.1], [0.0, 0.0, 0.0], [0.0, 0.0, -0.1], [0.0, 0.0, 0.1], [-0.7, -0.4, 0.6], [0.0, 0.1, 0.0], [-0.1, 0.0, 0.0], [0.0, 0.0, 0.0], [0.0, 0.0, 0.0], [0.0, 0.0, 0.0], [0.1, 0.0, 0.0], [0.0, 0.0, 0.0], [0.0, 0.0, 0.1], [0.0, 0.0, 0.0], [0.0, 0.0, 0.0], [0.0, 0.0, 0.1], [0.0, -0.1, 0.0], [0.0, 0.0, 0.0], [0.0, 0.1, 0.1], [-0.1, 0.0, 0.0], [0.0, 0.0, 0.0], [0.0, 0.0, 0.0], [0.0, 0.0, 0.0], [0.0, 0.0, 0.0], [0.0, 0.0, 0.0], [0.0, 0.0, 0.0], [0.0, 0.0, 0.0], [0.0, 0.0, 0.0], [0.0, 0.0, 0.0], [0.0, 0.0, 0.0], [0.0, 0.0, 0.0], [0.0, 0.0, 0.0], [0.0, 0.0, 0.0], [0.0, 0.0, 0.0], [0.0, 0.0, 0.0], [0.0, 0.0, 0.0], [0.0, 0.0, 0.0], [0.0, 0.0, 0.0], [0.0, 0.0, 0.0], [0.0, 0.0, 0.0], [0.0, 0.0, 0.0], [0.0, 0.1, -0.1], [0.0, 0.0, 0.0], [0.0, 0.0, 0.0], [0.0, 0.0, 0.0], [0.0, 0.0, 0.0], [0.0, 0.0, 0.0], [-0.1, 0.1, -0.1], [0.1, 0.0, 0.0], [-0.1, 0.0, 0.0], [0.5, -0.8, 0.2], [-0.1, 0.2, 0.0], [0.0, 0.0, 0.0], [0.0, 0.0, 0.0], [0.0, 0.0, 0.0], [0.0, 0.0, 0.0], [0.0, 0.0, -0.1], [-0.1, 0.1, 0.1], [0.0, 0.0, 0.0], [0.0, -0.1, 0.1], [0.0, 0.0, 0.0], [0.0, 0.0, 0.0], [0.0, 0.0, 0.0], [0.0, 0.0, 0.0], [0.0, 0.0, 0.0], [0.0, 0.0, 0.0], [0.0, 0.0, 0.0], [0.0, 0.0, 0.0], [0.0, 0.0, 0.0], [0.0, 0.0, 0.0], [0.0, 0.0, 0.0], [0.0, 0.0, 0.0], [0.0, 0.0, 0.0], [0.0, 0.0, 0.0], [0.0, 0.0, 0.0], [0.0, 0.0, 0.0], [0.0, 0.0, 0.0], [0.0, 0.0, 0.0], [0.0, 0.1, -0.1], [0.0, 0.0, 0.0], [0.0, 0.0, -0.1], [0.0, 0.0, 0.0], [0.0, 0.0, 0.0], [0.0, 0.0, 0.0]], "mulliken_charge": [2.3314, -0.2599, 0.2477, -0.8238, 0.6301, -0.0302, -1.2705, -0.0970, 0.2593, -0.1387, -0.6749, 0.4799, 0.4723, 0.0394, -0.9148, -0.5610, 0.2416, 0.1228, -0.4426, 0.5673, -0.3922, -1.4652, 0.0162, 0.1536, 0.4633, 0.4527, 0.8289, 0.4595, 0.1434, -2.7369, 0.6297, -2.2844, 1.5585, 0.7741, -0.4681, -0.6656, -0.6767, -0.7783, -0.6551, 0.0748, -0.2388, -0.7635, -0.5849, -0.8903, -0.1699, 1.4849, -0.6772, -0.7561, -0.6498, -0.8619, -0.5115, 1.8311, 0.5691, -0.7895, -0.5024, -0.7232, -0.6930, -0.6367, 0.9003, -0.5500, -0.2804, -0.8918, -0.9185, -0.5434, 0.7243, 0.6339, 0.6694, 0.7305, 0.0010, 0.4271, 0.3849, 0.4238, 0.4725, 0.5611, 0.4409, 0.3998, 0.3985, 0.3911, 0.4404, 0.3887, 0.4104, 0.3947, 0.4710, 0.1779, 0.4250, 0.3632, 0.4698, 0.4279, -0.0283, 0.5423, 0.4281, 0.4663, 0.4544, -1.8315, 2.2106, -1.9532, -1.9852, 0.9840, -0.4612, 0.0540, -0.7913, -1.0703, -0.1806, -0.2440, 2.3240, -1.9256, -2.4590, -1.9005, 0.6401, 0.3031, -0.0550, 0.5784, 0.2460, 0.3490, 0.5674, 0.3519, 0.2808, 0.2009, 0.4609, 0.3945, 0.4824, 0.4010, 0.2391, 0.3752, 0.5346, 0.7009, 0.6072, 0.2002, 0.2472, 0.3636, 0.5061]}



No. 2
{"formula": "C3H14NO2S2", "method": "ωB97M-V with the def2-TZVPD basis set", "relative_energy_kj_mol": 206.6, "spin_multiplicity": 2, "homo_ev": [-3.06, -8.69], "homo_lumo_gap_ev": [3.602, 9.141], "species": ["N", "C", "C", "S", "S", "C", "H", "H", "H", "H", "H", "H", "H", "H", "H", "H", "H", "H", "O", "H", "H", "O"], "xyz": [[1.38498, -0.80999, 1.06398], [1.30658, -1.09252, -0.39032], [-0.04974, -1.39057, -0.98142], [-1.38310, -0.40535, -0.19643], [-0.65127, 1.57397, -0.20656], [-0.29426, 1.95987, -1.89140], [1.64047, -1.71263, 1.48661], [0.38637, -0.56335, 1.58026], [2.30535, -0.32340, 1.34262], [2.15525, -1.86643, -0.89809], [1.63537, 0.04694, -0.66055], [-0.13407, -1.25838, -2.05708], [-0.24762, -2.46542, -0.89320], [-0.56489, 1.29090, -2.65280], [0.81125, 2.23775, -1.96591], [-0.93111, 2.86607, -1.96882], [3.88935, -0.80152, 2.99756], [3.47794, 0.62032, 3.54887], [3.38025, -0.03989, 2.83253], [-5.70376, 1.14497, -0.52178], [-6.69701, 0.42337, 0.26243], [-5.71632, 0.56530, 0.16950]], "forces_ev_per_angstrom": [[-0.2, -2.1, 1.7], [3.0, 2.8, -3.2], [-0.2, -0.2, 0.7], [-0.1, 0.3, -0.4], [-0.2, -1.8, 1.1], [1.1, 2.8, 0.4], [-0.3, -0.7, 0.7], [2.2, 0.0, -1.2], [-1.4, 0.5, -0.2], [-2.3, 2.2, 2.1], [-0.7, -2.8, -0.7], [0.6, 0.5, -0.1], [-0.5, 0.2, 0.6], [-0.4, -1.2, -0.7], [-1.5, -0.4, -0.1], [0.7, -0.3, -0.8], [1.2, -1.6, 0.7], [0.1, -0.7, -0.3], [-1.2, 2.3, -0.3], [0.5, 2.6, -3.0], [1.5, -0.1, 0.2], [-2.0, -2.5, 2.8]], "nbo_charge": [-1.0458, -0.3565, -0.5837, 0.0910, 0.0957, -0.7889, 0.3037, 0.3513, 0.4325, 0.2523, 0.2039, 0.2306, 0.2452, 0.2362, 0.2271, 0.2349, 0.4480, 0.4789, -1.0562, 0.4557, 0.4628, -0.9188]}



| no. | molar mass (g/mol) |
| --- | --- |
| 1 | 1175.3 |
| 2 | 160.3 |